# 1
Molecular formula: C3H3Br3S
Method: DFT, ωB97M-V/def2-TZVPD

```
10
Properties=species:S:1:pos:R:3:forces:R:3
C 1.50112 1.46751 -0.23105 0.532 3.398 -0.517
C 1.60147 0.20667 -0.50482 0.380 0.328 0.890
C -1.41118 -0.71356 0.21606 -8.890 -2.394 0.905
S 1.57062 3.04572 0.02898 -0.490 -2.302 -0.193
Br -2.54971 0.78977 -0.28364 1.332 -0.773 0.370
Br -1.96527 -2.32000 -0.82979 0.847 1.197 0.348
Br -2.07755 -1.38424 2.25003 0.965 1.023 -1.927
H 2.03397 -0.17768 -1.39893 -0.170 -0.253 -0.595
H -0.45428 -0.63617 0.31660 5.569 0.908 0.311
H 1.75080 -0.27804 0.43655 -0.076 -1.132 0.408
```
Positions in Å, forces in eV/Å.

Summary:
- Kohn-Sham gap: 8.4185 eV
- 2S+1: 1

natural (NBO) population analysis, charges in e, atoms 1 to 5: 0.0128 -0.6740 -0.2580 0.1386 0.1332

***

# 2
Molecular formula: C3H3BrClF3
Method: DFT, ωB97M-V/def2-TZVPD

```
11
Properties=species:S:1:pos:R:3:forces:R:3
C -1.22149 0.59260 0.27422 -0.281 0.192 0.059
C 0.23802 0.45713 0.10375 0.775 -0.895 1.939
C 0.74527 -0.70982 -0.70649 0.531 -1.329 -0.742
F 0.48092 -0.49879 -2.02327 -0.166 0.521 0.217
F 0.12356 -1.84914 -0.40180 -0.172 0.276 0.151
F 2.05298 -0.90402 -0.61788 -0.032 0.223 0.113
Cl 1.04610 -0.84213 2.30558 -0.752 1.193 -1.639
Br 1.33980 1.92702 0.13189 -0.194 -0.087 -0.071
H -1.57926 -0.03038 1.09362 0.165 -0.071 0.026
H -1.72475 0.23121 -0.62891 0.096 0.067 -0.041
H -1.50116 1.62632 0.46930 0.032 -0.091 -0.012
```
Positions in Å, forces in eV/Å.

Summary:
- Kohn-Sham gap (spin up / spin down): 7.4769 / 7.4084 eV
- 2S+1: 1

natural (NBO) population analysis, charges in e, atoms 1 to 5: -0.7442 0.1052 0.8705 -0.3230 -0.2960

***

# 3
Molecular formula: C3H3BrF2
Method: DFT, ωB97M-V/def2-TZVPD

```
9
Properties=species:S:1:pos:R:3:forces:R:3
C -1.58979 0.48012 -0.38033 -0.609 0.401 0.138
C 1.74809 1.18170 1.14340 0.884 -0.930 0.132
C -0.84667 -0.71860 -0.69677 -1.557 -2.391 -0.499
F 1.48352 -0.00067 1.69361 0.242 -0.092 0.842
F 2.15537 0.79450 -0.04799 0.193 0.566 -0.585
Br -0.64653 1.59592 0.78659 -1.106 0.562 -0.219
H 0.05712 -1.00256 -0.20264 0.954 0.311 0.012
H -1.54455 -1.64617 -0.47367 0.774 1.838 -0.652
H -0.81657 -0.68423 -1.82221 0.225 -0.265 0.832
```
Positions in Å, forces in eV/Å.

Summary:
- Kohn-Sham gap: 7.9434 eV
- 2S+1: 1

natural (NBO) population analysis, charges in e, atoms 1 to 5: 0.0092 0.5756 -0.8316 -0.3710 -0.3559

***

# 4
Molecular formula: C3H3BrF2O
Method: DFT, ωB97M-V/def2-TZVPD

```
10
Properties=species:S:1:pos:R:3:forces:R:3
C -0.61729 0.52991 -1.83814 1.494 -1.531 -0.227
C -0.04902 -0.30609 1.22078 0.115 1.844 -2.700
C 1.09646 -0.40120 0.26068 -1.347 0.753 -0.226
O -0.79633 0.23499 -2.93672 -0.177 0.495 0.564
F 2.00061 0.52287 0.07475 -0.424 -0.376 0.506
F 1.51633 -1.55549 -0.16710 -0.083 0.162 0.009
Br -2.00152 1.65519 -0.63331 -0.935 0.734 0.221
H 0.24895 0.08221 2.19709 -0.178 -0.276 -0.046
H -0.84168 0.48354 0.70342 1.688 -1.272 1.164
H -0.55652 -1.24592 1.11855 -0.153 -0.534 0.734
```
Positions in Å, forces in eV/Å.

Summary:
- Kohn-Sham gap (spin up / spin down): 8.0100 / 5.9525 eV
- 2S+1: 1

natural (NBO) population analysis, charges in e, atoms 1 to 5: 0.3723 -0.8014 0.9114 -0.5169 -0.2735

***

# 5
Molecular formula: C3H3BrNO2P
Method: DFT, ωB97M-V/def2-TZVPD

```
11
Properties=species:S:1:pos:R:3:forces:R:3
C 0.79867 0.02590 1.90726 -0.543 -2.794 1.375
C -2.26803 1.11423 2.17772 0.403 -0.407 -1.066
C -1.07549 0.21524 0.41797 1.197 -0.192 -1.412
N 0.02848 0.28964 1.01020 0.473 0.741 -0.006
O -2.22711 0.56680 0.96573 -1.854 0.942 2.439
O 1.75521 0.51931 2.58753 1.089 1.249 -0.040
P -1.29698 -0.07755 -1.30945 -0.724 0.071 -1.061
Br -4.10010 1.31118 2.41760 -1.106 0.306 0.703
H 2.03412 1.40196 2.28653 0.018 0.407 0.089
H 0.00360 -0.47161 -1.39891 1.137 -0.497 -0.485
H -0.95673 1.26087 -1.59342 -0.091 0.176 -0.535
```
Positions in Å, forces in eV/Å.

Summary:
- Kohn-Sham gap (spin up / spin down): 7.0935 / 7.0983 eV
- 2S+1: 1

natural (NBO) population analysis, charges in e, atoms 1 to 5: 0.4819 0.1109 0.1354 -0.4154 -0.5037

***

# 6
Molecular formula: C3H3BrO
Method: DFT, ωB97M-V/def2-TZVPD

```
8
Properties=species:S:1:pos:R:3:forces:R:3
C -1.78806 1.33315 -0.18410 -0.152 0.240 0.184
C -0.77917 0.73383 0.02391 4.666 -3.158 -0.139
C 0.78219 -0.29656 0.08069 -3.999 2.900 0.600
O 0.56615 -1.34682 -0.73071 -0.143 -0.157 -0.228
Br 1.00449 -0.77113 1.97755 0.099 0.055 -0.450
H -2.66242 1.90676 -0.27471 -0.508 0.262 -0.118
H 1.56924 0.40435 -0.19466 -0.063 -0.181 0.075
H 1.30758 -1.96358 -0.69798 0.099 0.039 0.076
```
Positions in Å, forces in eV/Å.

Summary:
- Kohn-Sham gap: 10.8637 eV
- SMILES string: C#C[C@H](O)Br
- 2S+1: 1

natural (NBO) population analysis, charges in e, atoms 1 to 5: -0.3018 -0.0435 0.1134 -0.6853 -0.0085

***

# 7
Molecular formula: C3H3BrO
Method: DFT, ωB97M-V/def2-TZVPD

```
8
Properties=species:S:1:pos:R:3:forces:R:3
C -2.04309 -0.00375 -0.50079 -0.919 -0.219 -0.538
C -1.25669 -0.13931 0.41131 -1.864 -0.261 -1.646
C -0.08930 -0.40000 1.16244 2.104 1.561 0.142
O 0.96897 -0.06715 0.62882 -0.737 -0.915 1.170
Br 3.26196 0.65813 -1.74121 -0.657 0.036 0.441
H -2.80813 0.04036 -1.33112 1.436 0.074 1.634
H -0.12705 -0.70942 2.23298 -0.059 -0.220 -0.702
H 2.09334 0.62115 -0.86243 0.696 -0.055 -0.502
```
Positions in Å, forces in eV/Å.

Summary:
- Kohn-Sham gap: 9.6672 eV
- SMILES string: C#CC=O.Br
- 2S+1: 1

natural (NBO) population analysis, charges in e, atoms 1 to 5: -0.1051 -0.1569 0.3560 -0.5054 -0.2612

***

# 8
Molecular formula: C3H3BrO2
Method: DFT, ωB97M-V/def2-TZVPD

```
9
Properties=species:S:1:pos:R:3:forces:R:3
C 0.16692 -0.18291 0.46264 0.765 -0.011 -1.194
C -1.40230 0.18991 1.27698 -0.003 0.482 -1.027
C 1.00231 -0.08766 -1.16648 -4.428 -1.724 1.585
O 0.90394 -0.59160 1.29863 -0.062 -0.090 0.162
O -2.28416 0.94990 0.96967 2.175 -1.878 0.761
Br -0.17804 0.63802 -2.47660 -0.409 0.219 -0.421
H -1.26607 -0.44403 2.25621 -0.348 1.064 -1.382
H 1.31106 -1.06204 -1.55864 -0.075 0.156 0.814
H 1.74634 0.59041 -1.06240 2.385 1.781 0.702
```
Positions in Å, forces in eV/Å.

Summary:
- Kohn-Sham gap: 9.0694 eV
- SMILES string: O=CC(=O)CBr
- 2S+1: 1

natural (NBO) population analysis, charges in e, atoms 1 to 5: 0.4757 0.3908 -0.4937 -0.5272 -0.4580

***

Respective DFT total energy values: -224118.95877, -93875.33043, -78630.77598, -80681.08258, -88069.32617, -75245.77283, -75246.66651, -77294.15146 eV.
Respective relative energy (zero: lowest compared OMol25 entry of this formula, charge and spin) values: 197.0, 177.2, 538.0, 297.0, 461.1, 266.0, 179.8, 203.8 kJ/mol.